(1)
An isolated molecule of C21H34N2O4S at a distorted geometry, computed with ωB97M-V with the def2-TZVPD basis set.

The SMILES is CCCCOc1ccc([C@@H](C)NC(=O)[C@H]2CCCN(S(=O)(=O)CCC)C2)cc1. Its energy above the lowest of the compared OMol25 structures with the same formula, charge and spin is 7.3 kJ/mol. The value obtained for the HOMO-LUMO gap is 8.5 eV. The calculation puts the largest force on an atom at 1.0 eV/Å. The net charge is 0. For the highest occupied orbital energy, the calculation gives -8.0 eV.

Atoms and positions in Å:
C: 6.230 0.390 -2.180
C: 5.077 0.106 -1.224
C: 5.572 -0.551 0.062
C: 4.463 -0.839 1.080
O: 3.956 0.340 1.673
C: 2.832 0.947 1.204
C: 2.041 0.516 0.145
C: 0.906 1.223 -0.203
C: 0.523 2.365 0.485
C: -0.750 3.087 0.117
C: -0.672 3.692 -1.288
N: -1.855 2.146 0.198
C: -3.028 2.423 0.782
O: -3.338 3.521 1.204
C: -4.016 1.248 0.849
C: -4.878 1.208 -0.423
C: -4.081 0.695 -1.620
C: -3.471 -0.668 -1.293
N: -2.651 -0.547 -0.111
S: -1.371 -1.586 0.074
O: -0.702 -1.644 -1.192
O: -0.634 -1.143 1.218
C: -2.063 -3.230 0.435
C: -0.894 -4.174 0.639
C: -1.346 -5.592 0.972
C: -3.360 -0.119 1.073
C: 1.322 2.799 1.536
C: 2.461 2.107 1.887
H: 5.862 0.854 -3.092
H: 6.951 1.062 -1.720
H: 6.743 -0.532 -2.446
H: 4.357 -0.551 -1.716
H: 4.569 1.042 -0.983
H: 6.307 0.101 0.539
H: 6.064 -1.496 -0.177
H: 3.665 -1.438 0.633
H: 4.890 -1.407 1.914
H: 2.274 -0.373 -0.416
H: 0.314 0.850 -1.027
H: -0.960 3.886 0.837
H: -1.599 4.211 -1.518
H: -0.507 2.913 -2.030
H: 0.150 4.400 -1.339
H: -1.651 1.192 -0.063
H: -4.668 1.464 1.701
H: -5.731 0.546 -0.250
H: -5.262 2.208 -0.627
H: -4.731 0.601 -2.491
H: -3.283 1.397 -1.860
H: -4.275 -1.405 -1.136
H: -2.819 -1.015 -2.096
H: -2.677 -3.512 -0.415
H: -2.666 -3.126 1.333
H: -0.294 -4.175 -0.273
H: -0.274 -3.777 1.444
H: -0.484 -6.237 1.111
H: -1.955 -5.999 0.168
H: -1.933 -5.601 1.887
H: -4.146 -0.847 1.334
H: -2.630 -0.078 1.883
H: 1.044 3.685 2.088
H: 3.081 2.436 2.707


(2)
A structure of composition C21H35AgBrN4OPSe, computed with ωB97M-V with the def2-TZVPD basis set.

Its energy above the lowest of the compared OMol25 structures with the same formula, charge and spin is 43.7 kJ/mol. The value obtained for the HOMO-LUMO gap is 7.1 eV. The calculation puts the largest force on an atom at 0.5 eV/Å. The net charge is 0. For the highest occupied orbital energy, the calculation gives -6.6 eV.

Atoms and positions in Å:
Ag: 0.283 -1.541 0.153
C: 3.058 1.221 -4.529
C: 2.503 1.394 -3.150
C: 2.682 2.563 -2.415
C: 2.159 2.666 -1.141
C: 1.457 1.574 -0.646
Br: 0.753 1.661 1.111
N: 1.261 0.460 -1.319
C: 1.782 0.376 -2.540
H: 3.656 2.082 -4.823
H: 2.259 1.104 -5.263
H: 3.693 0.337 -4.585
H: 3.238 3.390 -2.836
H: 2.291 3.554 -0.542
H: 1.622 -0.568 -3.051
C: 2.559 -6.167 5.488
C: 2.517 -5.288 4.274
C: 1.621 -5.519 3.244
C: 1.591 -4.727 2.103
C: 0.613 -5.056 1.023
C: 2.475 -3.653 1.972
Se: 2.545 -2.544 0.409
C: 3.383 -3.399 3.015
C: 4.352 -2.258 2.951
C: 3.392 -4.218 4.135
H: 1.704 -6.841 5.519
H: 2.551 -5.577 6.405
H: 3.463 -6.778 5.502
H: 0.924 -6.346 3.321
H: 0.029 -5.941 1.280
H: 1.125 -5.229 0.075
H: -0.074 -4.219 0.840
H: 3.855 -1.333 2.658
H: 5.126 -2.438 2.204
H: 4.836 -2.118 3.918
H: 4.099 -4.004 4.929
C: -2.262 -2.739 1.996
N: -2.582 -3.020 0.604
C: -3.441 -4.172 0.435
P: -2.567 -1.829 -0.547
O: -1.998 -0.572 0.017
N: -1.669 -2.423 -1.803
C: -1.197 -3.789 -1.948
C: -1.566 -1.632 -3.012
N: -4.081 -1.538 -1.179
C: -4.966 -0.616 -0.496
C: -4.750 -2.388 -2.136
H: -1.685 -3.569 2.412
H: -3.174 -2.608 2.588
H: -1.671 -1.828 2.060
H: -2.952 -5.059 0.848
H: -3.635 -4.366 -0.622
H: -4.405 -4.036 0.943
H: -1.148 -4.276 -0.978
H: -0.184 -3.773 -2.358
H: -1.842 -4.369 -2.622
H: -1.790 -0.589 -2.786
H: -2.243 -1.986 -3.800
H: -0.541 -1.689 -3.389
H: -4.380 0.027 0.158
H: -5.722 -1.148 0.094
H: -5.479 0.012 -1.230
H: -4.037 -3.057 -2.619
H: -5.225 -1.775 -2.909
H: -5.528 -3.001 -1.662


(3)
A structure of composition C21H35AlBBeCaFN3NaO22PS at a distorted geometry, computed with ωB97M-V with the def2-TZVPD basis set.

The value obtained for the HOMO-LUMO gap is 2.9 eV. The calculation puts the largest force on an atom at 5.8 eV/Å. The net charge is +1. For the highest occupied orbital energy, the calculation gives -9.2 eV.

Atoms and positions in Å:
C: 0.425 2.054 4.651
C: -0.916 2.370 4.003
C: -0.771 3.160 2.687
C: -1.117 4.627 2.989
C: -1.627 2.635 1.482
C: -3.116 2.732 1.885
C: -4.116 1.879 1.153
O: -4.233 0.695 1.326
O: -4.954 2.550 0.327
C: -1.268 3.571 0.307
C: -0.970 2.906 -1.035
C: -1.749 1.652 -1.289
C: -1.457 1.154 -2.714
C: -0.078 0.560 -2.827
O: 0.892 1.195 -3.137
N: -0.009 -0.817 -2.514
C: 1.268 -1.247 -2.007
C: -0.248 -1.517 -3.827
O: -1.362 0.553 -0.410
S: -1.043 0.937 1.064
O: 0.337 0.947 1.243
O: -1.646 -0.153 1.855
H: 0.238 1.960 5.706
H: 0.794 1.099 4.314
H: 1.099 2.867 4.449
H: -1.530 1.482 3.922
H: -1.411 3.015 4.746
H: 0.268 3.150 2.415
H: -2.174 4.846 2.944
H: -0.695 4.878 3.949
H: -0.609 5.262 2.288
H: -3.262 2.534 2.939
H: -3.420 3.750 1.716
H: -5.218 1.928 -0.377
H: -2.052 4.295 0.162
H: -0.396 4.139 0.567
H: 0.084 2.758 -1.201
H: -1.286 3.600 -1.798
H: -2.810 1.854 -1.289
H: -2.146 0.368 -2.982
H: -1.538 1.999 -3.372
H: 2.062 -1.297 -2.721
H: 1.095 -2.293 -1.627
H: 1.548 -0.640 -1.158
H: 0.099 -0.890 -4.647
H: -1.278 -1.811 -3.950
H: 0.366 -2.402 -3.856
Al: -2.569 -0.860 3.415
O: 3.396 -1.564 -7.453
P: 2.637 -1.018 -6.247
O: 1.160 -0.855 -6.628
O: 3.213 0.404 -5.926
O: 2.757 -1.961 -5.048
F: 0.899 -3.839 -2.013
Na: -3.189 3.469 5.642
Be: -4.291 4.059 -1.411
C: 2.781 -1.494 3.770
O: 2.416 -0.344 3.962
N: 3.874 -2.007 4.375
N: 2.128 -2.325 2.926
H: 4.211 -2.938 4.212
H: 4.382 -1.405 4.994
H: 1.332 -1.959 2.442
H: 2.430 -3.264 2.734
B: 5.299 -5.360 -0.506
O: 5.146 -6.477 -1.452
C: 6.344 -6.796 -1.935
O: 6.570 -7.661 -2.726
C: 7.380 -5.859 -1.296
O: 8.557 -5.861 -1.499
O: 6.737 -5.037 -0.469
O: 4.496 -4.183 -0.921
C: 3.645 -3.890 0.037
O: 2.840 -2.982 0.027
C: 3.841 -4.901 1.183
O: 3.219 -4.926 2.218
O: 4.797 -5.730 0.848
O: -5.912 1.149 -2.116
C: -6.480 0.796 -3.139
C: -5.135 0.110 -4.287
O: -5.749 -0.207 -5.277
H: -6.965 1.560 -3.772
H: -7.196 -0.042 -3.090
H: -4.691 -0.665 -3.630
H: -4.435 0.970 -4.314
O: -1.074 1.657 7.936
H: -0.244 1.467 8.390
H: -1.332 0.804 7.569
Ca: 2.704 1.067 -7.875


- highest occupied orbital energy of number 3 (C21H35AlBBeCaFN3NaO22PS)?
  -9.2 eV